Record 1
Here is a structure of composition C74H83N7O2OsP2 from OMol25. Energies are from wB97M-V/def2-TZVPD.

Atoms and positions in Å:
Os1 -0.223 0.077 0.750
C1 -3.044 -1.468 2.583
N1 -2.034 -2.338 3.148
C2 -1.115 -1.616 4.002
P1 0.336 -0.846 3.125
C3 0.676 0.361 4.456
C4 -0.257 1.393 4.588
C5 -0.094 2.368 5.555
C6 1.000 2.320 6.407
C7 1.906 1.276 6.310
C8 1.750 0.295 5.341
C9 1.604 -2.143 3.285
C10 1.226 -3.484 3.320
C11 2.179 -4.479 3.464
C12 3.524 -4.151 3.549
C13 3.913 -2.823 3.476
C14 2.961 -1.826 3.329
C15 -2.624 -3.472 3.834
C16 -3.491 -3.285 4.907
C17 -4.033 -4.380 5.561
C18 -3.711 -5.666 5.151
C19 -2.838 -5.853 4.092
C20 -2.291 -4.758 3.436
P2 -2.522 -0.467 1.092
C21 -3.440 -1.322 -0.245
C22 -4.728 -1.837 -0.106
C23 -5.314 -2.537 -1.149
C24 -4.626 -2.730 -2.340
C25 -3.366 -2.178 -2.503
C26 -2.790 -1.470 -1.459
C27 -3.533 1.038 1.330
C28 -3.025 2.265 0.912
C29 -3.788 3.418 1.032
C30 -5.064 3.353 1.568
C31 -5.580 2.133 1.984
C32 -4.822 0.979 1.865
H1 -3.417 -0.743 3.321
H2 -3.868 -2.099 2.259
H3 -0.697 -2.290 4.749
H4 -1.616 -0.798 4.536
H5 -1.100 1.448 3.910
H6 -0.809 3.175 5.625
H7 1.147 3.095 7.147
H8 2.745 1.217 6.990
H9 2.450 -0.526 5.300
H10 0.180 -3.750 3.250
H11 1.865 -5.514 3.518
H12 4.270 -4.928 3.658
H13 4.961 -2.558 3.546
H14 3.283 -0.792 3.282
H15 -3.742 -2.283 5.235
H16 -4.704 -4.228 6.397
H17 -4.141 -6.520 5.658
H18 -2.580 -6.855 3.774
H19 -1.611 -4.903 2.608
H20 -5.290 -1.699 0.808
H21 -6.312 -2.938 -1.028
H22 -5.078 -3.298 -3.143
H23 -2.831 -2.297 -3.438
H24 -1.815 -1.013 -1.558
H25 -2.024 2.316 0.513
H26 -3.377 4.365 0.708
H27 -5.659 4.251 1.673
H28 -6.576 2.074 2.403
H29 -5.245 0.040 2.195
C33 -4.425 0.924 -2.673
C34 -2.990 1.117 -3.190
C35 -2.972 1.036 -4.721
C36 -2.476 2.438 -2.659
C37 -3.220 3.547 -3.039
C38 -2.982 4.804 -2.538
C39 -1.934 4.969 -1.662
C40 -1.121 3.909 -1.282
C41 0.086 4.296 -0.465
C42 1.031 5.113 -1.358
C43 -0.306 5.095 0.777
C44 -1.388 2.600 -1.757
N2 -0.623 1.460 -1.310
C45 0.020 0.802 -2.209
C46 0.639 -0.536 -2.002
N3 0.718 -1.102 -0.848
C47 1.434 -2.342 -0.673
C48 2.842 -2.302 -0.565
C49 3.523 -3.445 -0.168
C50 2.866 -4.635 0.059
C51 1.512 -4.709 -0.204
C52 0.787 -3.594 -0.597
C53 -0.633 -3.808 -1.058
C54 -1.529 -4.299 0.075
C55 -0.693 -4.796 -2.230
C56 3.689 -1.100 -0.968
C57 4.549 -1.438 -2.194
C58 4.606 -0.635 0.174
C59 1.116 -1.011 -3.301
C60 1.683 -2.174 -3.769
C61 2.068 -2.242 -5.126
C62 1.929 -1.184 -5.989
C63 1.352 0.030 -5.540
C64 1.157 1.217 -6.288
C65 0.585 2.319 -5.698
C66 0.136 2.320 -4.357
C67 0.303 1.179 -3.608
C68 0.935 0.064 -4.208
H30 -4.818 -0.044 -2.973
H31 -5.086 1.690 -3.079
H32 -4.455 0.991 -1.585
H33 -2.365 0.310 -2.818
H34 -3.615 1.795 -5.167
H35 -3.340 0.059 -5.039
H36 -1.964 1.169 -5.116
H37 -4.026 3.412 -3.748
H38 -3.598 5.643 -2.835
H39 -1.725 5.957 -1.274
H40 0.589 3.378 -0.153
H41 0.525 6.016 -1.701
H42 1.318 4.539 -2.244
H43 1.928 5.423 -0.818
H44 -0.709 6.072 0.509
H45 0.550 5.263 1.428
H46 -1.052 4.556 1.359
H47 4.598 -3.411 -0.048
H48 3.412 -5.512 0.379
H49 1.007 -5.664 -0.127
H50 -1.007 -2.858 -1.422
H51 -1.208 -5.289 0.404
H52 -2.562 -4.386 -0.267
H53 -1.493 -3.614 0.921
H54 -0.372 -5.792 -1.926
H55 -0.065 -4.473 -3.062
H56 -1.721 -4.868 -2.591
H57 3.022 -0.288 -1.277
H58 5.216 -2.273 -1.981
H59 5.162 -0.578 -2.475
H60 3.928 -1.709 -3.046
H61 5.431 -1.337 0.296
H62 4.079 -0.592 1.129
H63 5.040 0.342 -0.046
H64 1.840 -3.029 -3.128
H65 2.505 -3.164 -5.486
H66 2.253 -1.278 -7.018
H67 1.458 1.248 -7.328
H68 0.442 3.216 -6.287
H69 -0.344 3.204 -3.958
N4 1.888 0.996 0.599
C69 2.231 1.684 1.842
C70 3.516 2.508 1.848
C71 3.741 3.449 0.663
C72 4.388 2.757 -0.540
N5 4.722 3.721 -1.592
C73 4.373 3.702 -2.869
N6 3.650 2.709 -3.388
N7 4.761 4.698 -3.670
C74 0.973 2.493 2.270
O1 1.121 3.467 2.982
O2 -0.137 2.015 1.821
H70 2.623 0.357 0.330
H71 1.741 1.674 -0.142
H72 2.335 0.926 2.623
H73 4.385 1.852 1.959
H74 3.441 3.118 2.749
H75 4.417 4.245 0.987
H76 2.801 3.918 0.375
H77 3.734 1.991 -0.954
H78 5.316 2.276 -0.224
H79 5.284 4.501 -1.286
H80 3.317 1.944 -2.831
H81 3.366 2.726 -4.353
H82 5.316 5.465 -3.334
H83 4.518 4.704 -4.645

Atoms 1-6, force components in eV/Å:
Os 1.82 2.27 1.50
C 0.12 0.19 -0.17
N 0.05 -0.45 -0.07
C 0.05 0.15 -0.30
P -0.85 -0.22 -1.13
C 0.07 0.21 -0.30

**2S+1**: 1
**Orbital gap (alpha / beta)**: 6.0 / 6.0 eV
**E_HOMO (alpha / beta)**: -11.768 / -11.769 eV
**Net charge**: +2
**DFT total energy**: -113647.672 eV
**F_max**: 3.3 eV Å⁻¹

Results of the Mulliken charge analysis, in e, for atoms 1 through 99:
1. Os 3.12
2. C -2.90
3. N 2.05
4. C -2.31
5. P 2.84
6. C 1.24
7. C -0.50
8. C -0.61
9. C -0.81
10. C -0.90
11. C -0.84
12. C 0.35
13. C -0.47
14. C -0.79
15. C -0.90
16. C -1.02
17. C -0.99
18. C -0.37
19. C -0.26
20. C -0.86
21. C -0.54
22. C -1.15
23. C 0.28
24. P 2.96
25. C 1.15
26. C -0.73
27. C -1.18
28. C -1.30
29. C 0.22
30. C 0.37
31. C 0.17
32. C 1.39
33. C -0.88
34. C -1.09
35. C -0.99
36. C -0.43
37. H 0.55
38. H 0.92
39. H 0.81
40. H 0.76
41. H -0.22
42. H 0.48
43. H 0.42
44. H 0.48
45. H 0.51
46. H 0.00
47. H 0.52
48. H 0.45
49. H 0.50
50. H 0.50
51. H 0.39
52. H 0.42
53. H 0.42
54. H 0.47
55. H 0.16
56. H 0.38
57. H 0.47
58. H 0.46
59. H 0.62
60. H -0.55
61. H -0.65
62. H 0.47
63. H 0.44
64. H 0.47
65. H 0.36
66. C -1.07
67. C 1.56
68. C -1.76
69. C 1.12
70. C -0.36
71. C -1.70
72. C -0.50
73. C 0.63
74. C 1.58
75. C -1.58
76. C -2.20
77. C -1.51
78. N 1.56
79. C -0.80
80. C 1.32
81. N 0.32
82. C -2.82
83. C 1.59
84. C -0.07
85. C -1.50
86. C 0.07
87. C 1.07
88. C 1.67
89. C -1.22
90. C -2.03
91. C 1.52
92. C -1.29
93. C -1.27
94. C 0.69
95. C -0.97
96. C -1.24
97. C -1.32
98. C 0.84
99. C -1.06



Record 2
Here is a structure of composition C53H69BIInN13P3Se from OMol25. Energies are from wB97M-V/def2-TZVPD.

Atoms and positions in Å:
In1 0.553 -0.328 -0.808
C1 -2.255 2.773 2.465
C2 -1.004 3.649 2.297
C3 -0.183 3.526 3.583
C4 -1.498 5.095 2.148
P1 0.024 2.869 0.892
C5 -1.267 3.044 -0.437
N1 -0.880 2.523 -1.732
B1 -0.175 1.337 -2.111
N2 0.089 1.455 -3.519
C6 0.841 0.681 -4.495
P2 1.047 -1.106 -4.087
C7 2.575 -1.462 -5.129
C8 3.758 -0.857 -4.363
C9 2.581 -0.877 -6.544
C10 2.777 -2.981 -5.189
C11 -0.489 -1.853 -4.879
C12 -0.523 -1.880 -6.405
C13 -1.686 -1.027 -4.391
C14 -0.639 -3.280 -4.334
C15 -0.449 2.667 -3.951
C16 -0.435 3.246 -5.210
C17 -1.062 4.475 -5.375
C18 -1.683 5.108 -4.303
C19 -1.690 4.532 -3.038
C20 -1.062 3.307 -2.870
C21 1.441 3.997 0.334
C22 2.642 3.602 1.203
C23 1.238 5.507 0.426
C24 1.800 3.659 -1.119
H1 -2.673 2.943 3.461
H2 -2.028 1.711 2.375
H3 -3.029 3.025 1.738
H4 -0.763 3.909 4.428
H5 0.747 4.093 3.533
H6 0.059 2.482 3.784
H7 -2.323 5.245 2.851
H8 -1.884 5.313 1.152
H9 -0.737 5.828 2.390
H10 -1.510 4.099 -0.554
H11 -2.162 2.538 -0.075
H12 1.835 1.119 -4.616
H13 0.336 0.763 -5.460
H14 3.641 0.210 -4.162
H15 4.670 -0.982 -4.952
H16 3.914 -1.360 -3.416
H17 2.453 0.207 -6.545
H18 1.825 -1.313 -7.187
H19 3.556 -1.085 -6.995
H20 2.686 -3.435 -4.199
H21 3.781 -3.198 -5.563
H22 2.061 -3.466 -5.853
H23 -0.386 -0.889 -6.841
H24 -1.508 -2.240 -6.716
H25 0.218 -2.557 -6.826
H26 -1.743 -0.052 -4.879
H27 -1.676 -0.875 -3.310
H28 -2.605 -1.571 -4.622
H29 0.228 -3.903 -4.561
H30 -1.520 -3.749 -4.780
H31 -0.789 -3.273 -3.256
H32 0.054 2.767 -6.048
H33 -1.063 4.946 -6.349
H34 -2.171 6.061 -4.455
H35 -2.184 5.035 -2.218
H36 2.444 3.739 2.264
H37 3.501 4.226 0.940
H38 2.925 2.560 1.039
H39 1.220 5.854 1.457
H40 0.333 5.844 -0.081
H41 2.088 5.995 -0.061
H42 1.982 2.592 -1.260
H43 2.736 4.172 -1.360
H44 1.042 3.999 -1.825
I1 -2.032 -0.927 1.244
C25 -2.443 -0.610 3.305
C26 -3.776 -0.324 3.446
C27 -4.389 -0.232 4.708
C28 -3.639 -0.466 5.814
C29 -2.255 -0.745 5.709
C30 -1.549 -0.994 6.907
C31 -0.217 -1.273 6.886
C32 0.456 -1.252 5.657
C33 -0.166 -0.981 4.459
P3 0.990 -0.863 2.998
C34 2.333 0.172 3.703
C35 3.629 0.151 3.194
C36 4.590 1.044 3.648
C37 4.273 1.980 4.618
C38 2.977 2.031 5.115
C39 2.016 1.149 4.652
C40 1.575 -2.607 3.109
C41 0.609 -3.572 2.815
C42 0.908 -4.921 2.882
C43 2.187 -5.336 3.233
C44 3.153 -4.388 3.526
C45 2.851 -3.032 3.466
C46 -1.583 -0.781 4.440
H45 -4.380 -0.186 2.561
H46 -5.445 -0.007 4.779
H47 -4.082 -0.445 6.802
H48 -2.098 -0.963 7.840
H49 0.326 -1.483 7.798
H50 1.523 -1.436 5.658
H51 3.903 -0.540 2.408
H52 5.585 1.010 3.223
H53 5.022 2.676 4.972
H54 2.711 2.768 5.864
H55 1.015 1.203 5.055
H56 -0.394 -3.267 2.534
H57 0.147 -5.651 2.643
H58 2.428 -6.390 3.271
H59 4.150 -4.699 3.810
H60 3.616 -2.320 3.736
N3 2.979 -2.848 -0.352
C47 3.409 -1.551 -0.228
N4 4.673 -1.211 -0.076
N5 4.662 0.143 -0.090
N6 3.472 0.593 -0.224
N7 2.627 -0.471 -0.308
C48 1.670 -3.252 -0.445
N8 1.303 -4.516 -0.462
N9 -0.044 -4.478 -0.528
N10 -0.470 -3.271 -0.558
N11 0.607 -2.446 -0.530
H61 3.670 -3.573 -0.254
C49 -3.237 -4.839 -0.262
N12 -4.120 -3.745 0.102
C50 -4.755 -3.619 1.322
C51 -5.496 -2.496 1.272
N13 -5.305 -1.942 0.020
C52 -5.890 -0.712 -0.467
C53 -4.453 -2.711 -0.707
Se1 -3.887 -2.365 -2.416
H62 -3.813 -5.754 -0.400
H63 -2.481 -4.978 0.507
H64 -2.735 -4.577 -1.188
H65 -4.629 -4.339 2.110
H66 -6.141 -2.051 2.008
H67 -6.672 -0.403 0.223
H68 -6.305 -0.875 -1.460
H69 -5.128 0.066 -0.543

Atoms 1-6, force components in eV/Å:
In 0.31 -0.01 -0.35
C 0.08 -0.08 -0.03
C 0.12 0.03 0.04
C -0.06 0.02 -0.04
C 0.03 -0.07 -0.08
P -0.11 -0.07 -0.10

**2S+1**: 1
**Orbital gap**: 7.0 eV
**Energy above the lowest of the compared OMol25 structures with the same formula, charge and spin**: 0.0 kJ/mol
**E_HOMO**: -7.208 eV
**DFT total energy**: -182618.049 eV
**F_max**: 0.5 eV Å⁻¹

Results of the Mulliken charge analysis, in e, for atoms 1 through 99:
1. In 2.56
2. C -2.36
3. C 2.66
4. C -2.24
5. C -1.86
6. P 0.84
7. C -0.80
8. N 0.52
9. B -0.57
10. N 0.43
11. C -1.93
12. P 0.64
13. C 1.62
14. C -1.84
15. C -1.72
16. C -1.90
17. C 2.38
18. C -2.06
19. C -2.07
20. C -1.63
21. C 0.92
22. C -0.47
23. C -1.04
24. C -0.89
25. C -1.20
26. C 0.30
27. C 2.23
28. C -1.66
29. C -1.95
30. C -2.06
31. H 0.74
32. H 0.03
33. H 0.38
34. H 0.58
35. H 0.36
36. H 0.22
37. H 0.52
38. H 0.19
39. H 0.39
40. H -0.15
41. H -0.03
42. H 0.78
43. H 0.44
44. H 0.32
45. H 0.58
46. H 0.32
47. H 0.26
48. H 0.30
49. H 0.55
50. H 0.24
51. H 0.53
52. H 0.32
53. H 0.30
54. H 0.51
55. H 0.37
56. H 0.02
57. H 0.00
58. H 0.91
59. H 0.27
60. H 0.52
61. H 0.17
62. H 0.53
63. H 0.41
64. H 0.41
65. H 0.50
66. H 0.26
67. H 0.58
68. H 0.10
69. H 0.33
70. H 0.27
71. H 0.48
72. H 0.24
73. H 0.83
74. H 0.33
75. I 0.51
76. C 0.07
77. C -0.51
78. C -1.30
79. C -0.81
80. C 1.65
81. C -0.90
82. C -1.19
83. C 0.01
84. C 0.10
85. P 1.48
86. C 0.59
87. C -0.28
88. C -1.13
89. C -0.83
90. C -0.68
91. C -0.93
92. C 1.01
93. C -0.87
94. C -0.46
95. C -0.73
96. C -0.66
97. C -0.38
98. C -0.85
99. H 0.78



Record 3
Here is the molecule C5H6N4 from OMol25. Energies are from wB97M-V/def2-TZVPD.

Atoms and positions in Å:
C1 -0.254 2.221 -1.212
C2 -0.973 1.088 -1.054
N1 -0.265 0.314 -0.199
C3 0.862 1.020 0.166
N2 0.806 2.170 -0.474
N3 1.733 0.414 1.058
N4 1.555 -0.733 1.508
C4 0.515 -1.703 1.036
C5 -0.563 -1.144 0.146
H1 -0.487 3.170 -1.701
H2 -1.751 0.881 -1.715
H3 0.067 -2.209 1.951
H4 0.964 -2.449 0.375
H5 -0.666 -1.738 -0.714
H6 -1.543 -1.303 0.829

Atoms 1-6, force components in eV/Å:
C -1.29 1.59 -0.65
C 0.34 -0.03 -0.34
N -1.21 -2.53 -0.04
C -2.63 -1.49 -1.43
N 4.61 0.70 2.80
N 0.52 0.32 0.81

**SMILES**: c1cn2c(n1)N=NCC2
**2S+1**: 1
**Orbital gap (alpha / beta)**: 8.7 / 8.7 eV
**Energy above the lowest of the compared OMol25 structures with the same formula, charge and spin**: 193.9 kJ/mol
**E_HOMO (alpha / beta)**: -8.784 / -8.784 eV
**DFT total energy**: -11239.658 eV
**F_max**: 5.4 eV Å⁻¹

The molecule's Mulliken atomic charges, reported in e, are given here:
1. C -0.30
2. C -0.34
3. N 0.15
4. C 0.57
5. N -0.63
6. N -0.16
7. N -0.44
8. C -0.32
9. C -0.46
10. H 0.39
11. H 0.39
12. H 0.31
13. H 0.25
14. H 0.35
15. H 0.22